Record 1
Cu2H3HfO18S4 as an isolated structure. Source: OMol25; level of theory: ωB97M-V/def2-TZVPD.

Each line ends with the Löwdin charge.
Atoms and positions in Å:
Hf: -1.645 1.271 0.805  1.986
Cu: -1.292 -1.767 -1.960  0.552
Cu: 0.878 -1.556 1.842  0.580
S: 1.825 2.039 0.162  0.231
O: 2.238 3.449 0.233  -0.332
O: 2.014 1.667 -1.247  -0.269
O: 2.731 1.261 0.947  -0.269
O: 0.478 1.875 0.750  -0.446
S: -0.800 1.702 -2.713  0.283
O: -1.904 1.756 -3.641  -0.291
O: -1.237 1.863 -1.308  -0.482
O: -0.129 0.437 -2.902  -0.212
O: 0.385 2.524 -3.099  -0.141
S: -0.832 1.141 3.817  0.201
O: -1.616 2.086 2.967  -0.488
O: -1.675 0.562 4.865  -0.344
O: -0.693 0.213 2.752  -0.454
O: 0.396 1.767 4.215  -0.277
S: 2.016 -2.293 -1.349  0.203
O: 1.833 -1.009 -1.971  -0.363
O: 3.135 -3.090 -1.907  -0.397
O: 2.155 -1.944 0.095  -0.413
O: 0.790 -3.074 -1.519  -0.424
O: -0.696 -0.616 -0.001  -0.387
H: 0.274 -0.731 0.026  -0.038
O: -2.628 -3.088 0.335  -0.039
H: -3.020 -3.939 0.141  0.037
H: -2.982 -2.503 -0.335  -0.005

Calculated values
E_tot = -6277.781916 hartree
E_LUMO (spin up / spin down) = 1.228 / 1.541 eV
Charge = -2
Spin multiplicity = 2

---

Record 2
CuN8O24 as an isolated structure. Source: OMol25; level of theory: ωB97M-V/def2-TZVPD.

Each line ends with the Löwdin charge.
Atoms and positions in Å:
Cu: -0.060 -0.148 0.182  0.891
N: -0.881 1.889 -3.175  -0.671
O: 0.112 2.006 -3.931  -0.147
O: -0.651 1.738 -1.995  -0.020
O: -1.948 2.088 -3.683  -0.085
N: 2.592 -1.417 -2.530  -0.634
O: 2.676 -2.593 -2.894  -0.128
O: 3.561 -0.814 -2.101  -0.100
O: 1.536 -0.878 -2.087  -0.065
N: 2.620 -1.545 2.063  -0.545
O: 3.322 -0.876 2.898  -0.136
O: 2.732 -2.778 2.272  -0.123
O: 1.790 -1.053 1.252  -0.053
N: -2.104 -1.501 -2.311  -0.611
O: -3.130 -0.739 -2.319  -0.111
O: -1.270 -1.376 -1.463  -0.037
O: -1.982 -2.361 -3.192  -0.114
N: 2.520 2.657 0.382  -0.611
O: 3.237 3.316 -0.431  -0.170
O: 1.853 1.681 0.084  0.003
O: 2.416 3.277 1.465  -0.132
N: -1.206 -2.972 1.416  -0.588
O: -0.943 -1.788 1.367  -0.040
O: -0.772 -3.738 2.333  -0.117
O: -2.009 -3.473 0.600  -0.086
N: -2.950 2.003 0.103  -0.585
O: -3.301 1.878 -1.008  0.045
O: -2.058 1.279 0.626  -0.014
O: -3.562 2.618 1.043  -0.129
N: -0.509 0.876 3.787  -0.596
O: -0.261 0.818 2.554  -0.058
O: -1.135 1.940 4.111  -0.159
O: -0.234 -0.013 4.582  -0.077

Calculated values
E_tot = -3882.378919 hartree
E_LUMO (spin up / spin down) = 13.486 / 12.567 eV
Charge = -6
Spin multiplicity = 2

---

Record 3
F10H2K3N5O21S10 as an isolated structure. Source: OMol25; level of theory: ωB97M-V/def2-TZVPD.

Each line ends with the Löwdin charge.
Atoms and positions in Å:
K: -1.567 -1.712 -2.387  0.912
K: 3.116 1.022 -2.786  0.917
K: 3.047 -3.577 2.879  0.968
N: -3.155 -3.529 -1.286  -0.406
S: -4.678 -3.898 -0.709  0.538
O: -4.697 -4.331 0.647  -0.233
O: -5.598 -4.412 -1.675  -0.262
F: -5.179 -2.368 -0.617  -0.185
S: -2.756 -5.009 -1.732  0.479
O: -3.321 -5.472 -2.968  -0.270
O: -2.450 -5.933 -0.693  -0.246
F: -1.261 -4.574 -2.187  -0.253
N: -1.351 3.963 -3.509  -0.266
S: -0.407 3.075 -2.421  0.543
O: -1.020 3.028 -1.130  -0.252
O: 1.028 3.052 -2.467  -0.356
F: -0.727 1.571 -2.941  -0.245
S: -0.274 5.072 -3.824  0.444
O: 0.589 4.662 -4.899  -0.313
O: 0.265 5.810 -2.715  -0.291
F: -1.228 6.200 -4.456  -0.206
N: 0.331 -1.604 -0.391  -0.360
S: 0.838 -0.227 0.406  0.554
O: 1.318 0.821 -0.456  -0.281
O: 1.539 -0.559 1.596  -0.245
F: -0.589 0.260 0.856  -0.108
S: 1.694 -2.212 -0.708  0.495
O: 2.365 -3.034 0.277  -0.365
O: 2.448 -1.513 -1.721  -0.331
F: 1.151 -3.350 -1.730  -0.210
N: -3.611 1.686 3.095  -0.286
S: -2.595 1.648 4.261  0.447
O: -2.846 0.692 5.304  -0.315
O: -1.910 2.872 4.593  -0.305
F: -1.480 0.844 3.399  -0.238
S: -4.983 2.363 3.762  0.533
O: -4.800 3.401 4.734  -0.298
O: -6.102 1.459 3.844  -0.307
F: -5.362 3.160 2.435  -0.215
N: 6.547 0.017 1.325  -0.278
S: 7.799 0.819 0.885  0.452
O: 8.353 1.656 1.925  -0.302
O: 7.967 1.254 -0.483  -0.301
F: 8.831 -0.453 0.956  -0.247
S: 5.395 1.044 0.643  0.534
O: 4.915 0.637 -0.649  -0.362
O: 5.469 2.445 0.900  -0.252
F: 4.204 0.602 1.620  -0.198
O: -1.888 -2.464 0.768  -0.076
H: -2.323 -2.791 -0.033  -0.079
H: -1.050 -2.112 0.463  -0.071

Calculated values
E_tot = -8635.557939 hartree
E_LUMO = 1.337 eV
Charge = -2
Spin multiplicity = 1

---

Record 4
F10N5NaO20S10 as an isolated structure. Source: OMol25; level of theory: ωB97M-V/def2-TZVPD.

Each line ends with the Löwdin charge.
Atoms and positions in Å:
Na: -0.727 -0.274 -0.376  0.867
N: -4.213 -1.680 -0.639  -0.274
S: -4.471 -2.727 -1.790  0.424
O: -4.052 -2.253 -3.097  -0.288
O: -5.600 -3.622 -1.647  -0.319
F: -3.294 -3.726 -1.396  -0.209
S: -5.542 -0.744 -1.083  0.565
O: -6.908 -1.278 -1.155  -0.316
O: -5.104 0.365 -1.938  -0.312
F: -5.677 -0.020 0.353  -0.230
N: 5.408 2.380 -1.950  -0.255
S: 5.403 3.371 -0.604  0.532
O: 6.538 3.230 0.329  -0.330
O: 4.115 3.841 -0.066  -0.297
F: 6.014 4.608 -1.376  -0.231
S: 4.923 1.199 -1.060  0.461
O: 3.522 1.161 -0.655  -0.296
O: 5.941 0.491 -0.279  -0.308
F: 4.842 0.102 -2.307  -0.263
N: -2.970 3.764 5.406  -0.252
S: -1.627 2.852 6.153  0.584
O: -0.300 3.379 5.964  -0.271
O: -1.894 1.434 6.362  -0.292
F: -2.059 3.360 7.608  -0.241
S: -2.320 3.509 4.082  0.391
O: -2.271 2.148 3.536  -0.311
O: -1.270 4.514 3.766  -0.349
F: -3.406 4.046 2.990  -0.252
N: 1.029 -0.531 -5.945  -0.231
S: -0.457 0.138 -5.617  0.528
O: -0.793 0.688 -4.336  -0.283
O: -1.538 -0.294 -6.513  -0.303
F: -0.148 1.535 -6.376  -0.248
S: 0.608 -1.737 -5.158  0.429
O: 0.033 -2.795 -6.010  -0.318
O: 0.255 -1.633 -3.709  -0.314
F: 2.132 -2.239 -5.029  -0.230
N: 0.949 -2.475 2.127  -0.270
S: 1.874 -3.920 1.867  0.583
O: 1.843 -5.049 2.770  -0.304
O: 3.152 -3.555 1.180  -0.319
F: 0.952 -4.458 0.713  -0.200
S: 1.670 -2.114 3.417  0.390
O: 3.083 -2.157 3.576  -0.284
O: 0.931 -2.313 4.663  -0.328
F: 1.423 -0.520 3.246  -0.228

Calculated values
E_tot = -6921.186773 hartree
E_LUMO = 6.769 eV
Charge = -4
Spin multiplicity = 1

---

Record 5
F22InN2O8P3S4 as an isolated structure. Source: OMol25; level of theory: ωB97M-V/def2-TZVPD.

Each line ends with the Löwdin charge.
Atoms and positions in Å:
In: 0.378 1.038 0.970  0.958
P: 5.975 0.799 -0.834  0.044
F: 6.512 1.035 -2.322  -0.156
F: 5.453 2.299 -0.592  -0.154
F: 4.567 0.525 -1.503  -0.164
F: 5.551 0.331 0.603  -0.129
F: 6.314 -0.774 -1.060  -0.162
F: 7.478 1.151 -0.319  -0.170
P: -5.251 2.225 0.515  0.181
F: -4.175 1.643 -0.598  -0.194
F: -6.415 1.270 -0.199  -0.187
F: -4.810 0.988 1.466  -0.178
F: -6.270 2.883 1.619  -0.170
F: -3.935 2.974 1.119  -0.187
F: -5.566 3.468 -0.413  -0.147
P: -0.370 -1.526 6.334  0.169
F: 0.550 -2.710 6.925  -0.168
F: 0.880 -0.963 5.402  -0.214
F: -0.844 -2.467 5.135  -0.165
F: -1.345 -0.400 5.659  -0.188
F: -1.666 -2.081 7.220  -0.203
F: 0.170 -0.550 7.517  -0.174
N: 0.101 3.015 -3.419  -0.083
S: -0.261 2.430 -4.875  0.493
O: 0.771 2.010 -5.773  -0.161
O: -1.515 2.695 -5.597  -0.171
F: -0.756 1.083 -4.179  -0.189
S: 0.429 4.543 -4.195  0.629
O: -0.713 5.420 -4.354  -0.224
O: 1.523 4.506 -5.171  -0.237
F: 1.194 5.231 -2.858  -0.223
N: -0.227 -3.646 -0.224  -0.066
S: 0.642 -4.874 0.185  0.482
O: 1.487 -5.317 -0.872  -0.150
O: 0.249 -5.772 1.217  -0.161
F: 1.665 -3.792 0.952  -0.209
S: -1.526 -4.678 -0.710  0.623
O: -2.357 -5.273 0.365  -0.207
O: -1.402 -5.292 -2.011  -0.202
F: -2.485 -3.448 -1.123  -0.184

Calculated values
E_tot = -5715.704218 hartree
E_LUMO = -5.932 eV
Charge = -2
Spin multiplicity = 1

---

Record 6
F2H14O7Y as an isolated structure. Source: OMol25; level of theory: ωB97M-V/def2-TZVPD.

Each line ends with the Löwdin charge.
Atoms and positions in Å:
Y: 0.248 -0.092 -0.405  1.501
F: 0.965 1.347 0.918  -0.481
F: -0.069 -0.512 -2.545  -0.545
O: 1.960 1.219 -1.547  -0.089
H: 2.841 0.879 -1.653  0.064
H: 2.068 2.190 -1.489  0.102
O: -0.145 -2.532 -0.606  -0.118
H: 0.556 -3.178 -0.282  0.111
H: -0.965 -3.049 -0.680  0.090
O: -0.274 -1.016 1.793  -0.093
H: -1.220 -1.203 1.962  0.087
H: 0.023 -1.069 2.698  0.087
O: -2.126 -0.355 -0.167  -0.084
H: -2.500 0.329 0.435  0.092
H: -2.819 -0.992 -0.322  0.092
O: -0.901 1.768 -1.251  -0.087
H: -1.548 1.605 -1.957  0.100
H: -0.723 2.700 -1.267  0.088
O: -1.347 2.141 1.778  -0.039
H: -1.408 1.911 2.699  0.040
H: -0.442 1.999 1.614  -0.059
O: 2.261 -1.231 -0.002  -0.066
H: 2.705 -1.031 0.800  0.072
H: 2.858 -1.828 -0.522  0.137

Calculated values
E_tot = -773.160784 hartree
E_LUMO = -3.420 eV
Charge = +1
Spin multiplicity = 1

---

Record 7
One molecule with the formula F2H3N2OP. Source: OMol25; level of theory: ωB97M-V/def2-TZVPD.

Each line ends with the Löwdin charge.
Atoms and positions in Å:
N: -0.346 1.018 0.606  -0.152
N: -0.605 -0.366 0.289  -0.258
O: 0.037 1.664 -0.619  -0.199
F: 0.163 -2.631 -0.331  -0.283
F: 1.838 -1.177 0.549  -0.301
P: 0.694 -1.162 -0.626  0.827
H: 0.523 0.962 1.151  0.095
H: -0.699 2.325 -1.006  0.157
H: -1.605 -0.633 -0.012  0.114

Calculated values
E_tot = -727.613459 hartree
E_LUMO = 0.704 eV
SMILES string = ONNP(F)F
Spin multiplicity = 1

---

Record 8
One molecule with the formula F2H3N2PS. Source: OMol25; level of theory: ωB97M-V/def2-TZVPD.

Each line ends with the Löwdin charge.
Atoms and positions in Å:
N: -0.971 0.962 -0.528  -0.027
N: 0.148 0.899 0.328  -0.219
F: -0.735 -1.155 0.991  -0.174
F: 0.252 -1.191 -1.190  -0.320
P: 0.649 -0.682 0.480  0.259
S: 2.373 -1.370 1.053  0.279
H: -0.743 0.437 -1.319  0.024
H: -1.812 0.531 -0.038  0.114
H: 0.838 1.569 0.222  0.063

Calculated values
E_tot = -1050.632512 hartree
E_LUMO = 0.571 eV
SMILES string = NNP(F)(F)=S
Spin multiplicity = 1

---

Record 9
One molecule with the formula F2H4SSi2. Source: OMol25; level of theory: ωB97M-V/def2-TZVPD.

Each line ends with the Löwdin charge.
Atoms and positions in Å:
F: -2.083 -0.993 -0.004  -0.304
F: 1.909 0.184 0.742  -0.329
Si: -1.564 0.471 0.505  0.133
Si: 1.529 -0.457 -0.673  0.560
S: -0.379 1.394 -0.985  0.161
H: -2.811 1.047 0.491  -0.073
H: -0.525 0.153 1.482  -0.061
H: 2.767 -0.130 -1.497  -0.036
H: 1.158 -1.667 -0.061  -0.051

Calculated values
E_tot = -1179.372995 hartree
E_LUMO = -0.955 eV
SMILES string = F[SiH2]S[SiH2]F
Spin multiplicity = 1

---

Record 10
One molecule with the formula F2HOPS. Source: OMol25; level of theory: ωB97M-V/def2-TZVPD.

Each line ends with the Löwdin charge.
Atoms and positions in Å:
O: -1.010 -0.826 0.094  -0.183
F: -0.006 1.037 0.944  -0.210
F: 0.014 0.991 -1.372  -0.226
P: 0.331 -0.062 -0.180  0.263
S: 2.298 -0.825 -0.083  0.303
H: -1.627 -0.315 0.597  0.053

Calculated values
E_tot = -1015.080559 hartree
E_LUMO (spin up / spin down) = 0.827 / -3.371 eV
Spin multiplicity = 3

---

Record 11
A 2-piece molecular cluster, F2N6 overall. Source: OMol25; level of theory: ωB97M-V/def2-TZVPD.

Each line ends with the Löwdin charge.
Atoms and positions in Å:
N: -2.108 0.266 0.653  -0.018
N: -2.184 -0.180 -0.696  -0.027
N: -0.882 0.212 1.002  -0.030
N: -1.010 -0.446 -1.100  -0.016
N: -0.301 -0.208 -0.044  -0.084
N: 1.862 -0.329 0.074  0.086
F: 2.228 0.452 1.089  0.035
F: 2.394 0.233 -0.978  0.055

Calculated values
E_tot = -527.939831 hartree
E_LUMO (spin up / spin down) = -3.459 / -2.374 eV
Spin multiplicity = 1

---

Record 12
F2NO2S as an isolated structure. Source: OMol25; level of theory: ωB97M-V/def2-TZVPD.

Each line ends with the Löwdin charge.
Atoms and positions in Å:
N: 0.887 -0.016 0.517  -0.123
O: -1.383 1.180 -0.248  -0.561
O: -1.568 -1.116 0.437  -0.514
F: 1.668 -1.054 -0.419  -0.297
F: 1.310 1.232 0.152  -0.149
S: -0.914 -0.224 -0.439  0.645

Calculated values
E_tot = -803.076806 hartree
E_LUMO = 4.162 eV
Charge = -1
Spin multiplicity = 1

---

Record 13
A 2-piece molecular cluster, F2O4S2 overall. Source: OMol25; level of theory: ωB97M-V/def2-TZVPD.

Each line ends with the Löwdin charge.
Atoms and positions in Å:
O: 2.357 0.375 1.269  -0.193
O: 0.121 0.153 0.188  -0.313
O: -3.042 1.245 0.122  -0.436
O: -2.828 -1.105 -0.625  -0.421
F: 2.198 0.887 -0.986  -0.098
F: 1.915 -1.366 -0.323  -0.072
S: 1.552 0.040 0.159  0.629
S: -2.453 -0.106 0.341  0.904

Calculated values
E_tot = -1297.040647 hartree
E_LUMO = -0.948 eV
Spin multiplicity = 1

---

Record 14
One molecule with the formula F2OSi. Source: OMol25; level of theory: ωB97M-V/def2-TZVPD.

Each line ends with the Löwdin charge.
Atoms and positions in Å:
O: 0.852 0.308 -1.291  -0.283
F: 0.292 -1.261 0.908  -0.085
F: -1.122 0.985 0.457  -0.075
Si: -0.022 -0.032 -0.073  0.443

Calculated values
E_tot = -564.585239 hartree
E_LUMO = -1.080 eV
SMILES string = O=[Si](F)F
Spin multiplicity = 1

---

Record 15
F3Li3 as an isolated structure. Source: OMol25; level of theory: ωB97M-V/def2-TZVPD.

Each line ends with the Löwdin charge.
Atoms and positions in Å:
Li: -2.207 -0.636 0.776  0.804
Li: 1.285 1.530 0.721  0.807
Li: 0.537 -2.352 0.297  0.869
F: 0.062 -0.312 0.487  -0.797
F: 2.354 0.793 -1.077  -0.844
F: -2.032 0.977 -1.204  -0.839

Calculated values
E_tot = -322.207589 hartree
E_LUMO = -2.171 eV
Spin multiplicity = 1

---

Record 16
F3Li3Sr2 as an isolated structure. Source: OMol25; level of theory: ωB97M-V/def2-TZVPD.

Each line ends with the Löwdin charge.
Atoms and positions in Å:
Sr: 0.811 -3.514 -3.222  1.798
Sr: 3.660 -1.063 2.010  1.772
Li: -1.442 -0.182 2.873  0.871
Li: -2.238 2.013 -0.489  0.890
Li: 2.817 1.325 -2.990  0.939
F: -0.044 2.838 1.968  -0.756
F: 0.397 -0.725 -0.672  -0.827
F: -3.961 -0.692 0.522  -0.688

Calculated values
E_tot = -381.845728 hartree
E_LUMO = -14.915 eV
Charge = +4
Spin multiplicity = 1

---

Record 17
One molecule with the formula F3NO2S. Source: OMol25; level of theory: ωB97M-V/def2-TZVPD.

Each line ends with the Löwdin charge.
Atoms and positions in Å:
N: -0.817 -0.368 -0.498  -0.187
O: 1.076 1.455 -0.676  -0.211
O: 1.688 -1.180 -0.206  -0.360
F: -1.106 -1.113 0.580  -0.001
F: -1.778 0.569 -0.406  0.020
F: 0.326 0.535 1.490  -0.132
S: 0.692 0.284 -0.008  0.869

Calculated values
E_tot = -902.757133 hartree
E_LUMO = -0.390 eV
SMILES string = O=S(=O)(F)N(F)F
Spin multiplicity = 1

---

Record 18
One molecule with the formula F3NOS2. Source: OMol25; level of theory: ωB97M-V/def2-TZVPD.

Each line ends with the Löwdin charge.
Atoms and positions in Å:
N: -0.899 0.033 0.478  -0.490
O: 0.854 0.588 -0.900  -0.579
F: -0.164 -2.081 1.173  -0.369
F: 1.524 -0.659 0.935  -0.289
F: -1.242 1.637 -1.493  -0.319
S: 0.232 -0.941 -0.055  0.991
S: -0.305 1.423 -0.137  1.055

Calculated values
E_tot = -1225.853835 hartree
E_LUMO = -0.853 eV
SMILES string = F[S@@]12=NS=1(F)(F)O2
Spin multiplicity = 1

---

Record 19
F4Sr3 as an isolated structure. Source: OMol25; level of theory: ωB97M-V/def2-TZVPD.

Each line ends with the Löwdin charge.
Atoms and positions in Å:
Sr: 14.148 11.609 12.795  1.682
Sr: 17.504 13.239 10.594  1.757
Sr: 18.859 10.470 13.535  1.643
F: 15.258 13.409 11.425  -0.811
F: 18.143 8.448 12.450  -0.743
F: 15.118 10.038 14.354  -0.773
F: 16.611 10.933 12.111  -0.755

Calculated values
E_tot = -491.202487 hartree
E_LUMO = -9.511 eV
Charge = +2
Spin multiplicity = 1

---

Record 20
F5NP2S as an isolated structure. Source: OMol25; level of theory: ωB97M-V/def2-TZVPD.

Each line ends with the Löwdin charge.
Atoms and positions in Å:
N: -0.896 1.294 -0.385  -0.399
F: 0.839 -0.828 -0.615  -0.266
F: 2.786 -0.578 0.695  -0.245
F: 2.109 1.271 -0.536  -0.208
F: -0.731 -1.026 1.118  -0.222
F: -1.384 -1.377 -1.055  -0.138
P: 1.423 0.250 0.447  0.805
P: -1.345 -0.153 -0.065  0.124
S: -2.801 1.147 0.397  0.551

Calculated values
E_tot = -1635.061866 hartree
E_LUMO = -1.435 eV
Spin multiplicity = 1